Entry 1:
The following is a DFT calculation (ωB97M-V with the def2-TZVPD basis set) of 6 unconnected molecules or ions with the total composition C12H27N3O3.

Geometry as XYZ:
```
45
Properties=species:S:1:pos:R:3
C -16.81 -4.74 4.99
C -15.59 -5.22 4.25
O -14.83 -5.97 5.22
H -17.35 -5.57 5.46
H -17.52 -4.14 4.40
H -16.38 -4.04 5.68
H -15.03 -4.28 3.93
H -15.61 -5.85 3.35
H -14.12 -6.37 4.73
C -11.46 -1.84 7.68
C -12.34 -1.82 6.42
O -12.08 -2.91 5.56
H -11.78 -0.99 8.32
H -10.46 -1.64 7.29
H -11.45 -2.73 8.28
H -12.23 -0.88 5.86
H -13.42 -1.85 6.69
H -12.26 -3.73 6.05
C -11.89 -5.61 9.18
C -12.65 -6.06 7.95
O -13.16 -4.93 7.26
H -12.51 -4.92 9.77
H -10.91 -5.14 8.93
H -11.67 -6.45 9.91
H -13.49 -6.65 8.26
H -12.04 -6.77 7.30
H -13.90 -5.23 6.68
C -16.02 -7.07 8.69
C -15.78 -6.00 9.60
N -15.65 -5.08 10.24
H -15.71 -8.02 9.10
H -15.60 -6.84 7.70
H -17.09 -7.14 8.46
C -10.80 -4.99 3.23
C -11.56 -5.93 4.01
N -12.26 -6.76 4.41
H -10.90 -5.08 2.17
H -9.76 -5.04 3.58
H -11.11 -3.97 3.49
C -8.28 -8.43 7.85
C -8.82 -9.76 7.71
N -9.17 -10.84 7.66
H -7.70 -8.40 8.77
H -9.07 -7.71 7.99
H -7.62 -8.15 6.99
```

2S+1: 1
ΔE to the lowest compared entry with this formula, charge and spin (kcal per mole): 5.1
Highest occupied orbital energy (eV): -9.87
Frontier orbital gap (eV): 10.279
SMILES: CC#N.CC#N.CC#N.CCO.CCO.CCO



Entry 2:
The following is a DFT calculation (ωB97M-V with the def2-TZVPD basis set) of 3 unconnected molecules or ions with the total composition C12H27N3O5P.

Geometry as XYZ:
```
48
Properties=species:S:1:pos:R:3
N -2.20 -1.95 -0.47
C -1.60 -0.76 -0.78
N -2.33 0.37 -0.69
C -1.61 1.66 -0.71
C -0.21 1.40 -0.16
C 0.50 0.43 -1.07
P 2.22 -0.04 -0.55
O 2.37 -1.48 -0.76
O 2.50 0.48 0.92
O 3.21 0.88 -1.38
N -0.31 -0.80 -1.18
H -2.75 -2.49 -1.11
H -2.02 -2.31 0.46
H -3.12 0.34 -1.32
H -1.54 2.05 -1.73
H -2.15 2.37 -0.08
H 0.34 2.34 -0.06
H -0.35 0.96 0.83
H 0.61 0.89 -2.07
H 2.09 -0.08 1.59
H 3.05 0.77 -2.33
H -0.22 -1.28 -2.07
C -7.26 -2.33 0.98
C -6.54 -3.35 1.86
C -5.42 -3.82 0.94
O -5.09 -2.70 0.10
C -6.09 -1.68 0.24
H -7.86 -1.61 1.53
H -7.92 -2.84 0.27
H -6.13 -2.86 2.74
H -7.18 -4.17 2.19
H -5.75 -4.64 0.30
H -4.53 -4.14 1.48
H -5.68 -0.85 0.82
H -6.37 -1.32 -0.75
C 6.65 2.17 1.17
C 6.41 1.50 -0.18
C 5.96 2.68 -1.03
O 6.63 3.83 -0.51
C 7.23 3.51 0.75
H 7.32 1.61 1.83
H 5.70 2.32 1.69
H 7.34 1.09 -0.57
H 5.67 0.70 -0.15
H 4.88 2.85 -0.95
H 6.22 2.57 -2.09
H 8.32 3.45 0.61
H 7.02 4.31 1.45
```

Net charge: +1
2S+1: 1
Highest occupied orbital energy (eV): -11.01
Frontier orbital gap (eV): 6.447



Entry 3:
The following is a DFT calculation (ωB97M-V with the def2-TZVPD basis set) of 2 unconnected molecules or ions with the total composition C12H27NO6P.

Geometry as XYZ:
```
47
Properties=species:S:1:pos:R:3
C -1.59 0.70 -2.58
C -0.17 0.13 -2.44
O -0.20 -1.15 -1.77
P 0.48 -1.18 -0.34
O 0.09 -0.02 0.49
C 0.04 -2.80 0.28
C -1.43 -3.25 0.09
N -2.16 -3.32 1.36
C -3.33 -2.45 1.50
C -2.98 -0.98 1.35
C -3.94 -2.77 2.90
O -3.98 -4.00 3.16
O -4.38 -1.82 3.56
O 2.07 -1.15 -0.59
C 2.89 -1.28 0.58
C 3.23 0.06 1.22
H -2.00 0.52 -3.57
H -1.58 1.77 -2.40
H -2.25 0.25 -1.85
H 0.45 0.85 -1.93
H 0.22 -0.05 -3.44
H 0.69 -3.48 -0.28
H 0.31 -2.87 1.33
H -1.37 -4.27 -0.30
H -1.94 -2.65 -0.67
H -2.50 -4.26 1.51
H -4.11 -2.69 0.77
H -2.55 -0.77 0.37
H -2.26 -0.68 2.11
H -3.88 -0.38 1.47
H 2.44 -1.93 1.32
H 3.81 -1.77 0.25
H 3.51 -0.12 2.26
H 2.37 0.72 1.21
H 4.09 0.53 0.73
C 2.85 4.27 0.08
C 2.05 3.86 -1.14
C 0.56 4.08 -0.93
O 2.30 2.49 -1.47
H 2.56 3.67 0.95
H 3.92 4.10 -0.09
H 2.70 5.32 0.32
H 2.38 4.43 -2.01
H 0.20 3.47 -0.10
H 0.00 3.78 -1.82
H 0.34 5.13 -0.71
H 2.01 1.96 -0.72
```

Net charge: -1
2S+1: 1
ΔE to the lowest compared entry with this formula, charge and spin (kcal per mole): 0.0
Highest occupied orbital energy (eV): -4.02
Frontier orbital gap (eV): 6.627



Entry 4:
The following is a DFT calculation (ωB97M-V with the def2-TZVPD basis set) of a molecular structure, C12H27NO6Re.

Geometry as XYZ:
```
47
Properties=species:S:1:pos:R:3
Re 0.01 -0.03 0.02
C -0.79 1.59 -2.32
C 0.61 1.20 -2.74
O 1.09 0.25 -1.69
C 2.08 -0.74 -2.18
C 2.43 -1.52 -0.94
O 1.14 -1.74 -0.22
C 0.45 -2.96 -0.72
C -0.96 -2.80 -0.28
O -1.33 -1.42 -0.72
C -2.73 -1.11 -0.36
C -2.76 -0.97 1.14
O -1.46 -0.32 1.47
C -1.46 0.43 2.75
C -0.05 0.96 2.81
O 0.25 1.42 1.43
C -0.24 2.80 1.14
C -0.12 2.91 -0.35
O -0.79 1.68 -0.85
H -1.54 0.83 -2.56
H -1.11 2.55 -2.73
H 1.33 2.01 -2.78
H 0.60 0.67 -3.70
H 2.94 -0.21 -2.59
H 1.59 -1.32 -2.96
H 3.05 -0.95 -0.25
H 2.89 -2.49 -1.14
H 0.94 -3.83 -0.28
H 0.55 -2.98 -1.81
H -1.06 -2.86 0.80
H -1.63 -3.51 -0.77
H -3.38 -1.91 -0.73
H -2.98 -0.18 -0.89
H -2.80 -1.91 1.70
H -3.56 -0.31 1.47
H -1.69 -0.25 3.57
H -2.23 1.20 2.67
H 0.68 0.18 3.02
H 0.08 1.79 3.50
H 0.39 3.50 1.67
H -1.27 2.87 1.48
H 0.92 2.90 -0.68
H -0.64 3.78 -0.74
N 2.87 0.18 1.65
H 3.21 -0.72 1.99
H 2.81 0.75 2.49
H 3.68 0.59 1.18
```

Net charge: +4
2S+1: 2
ΔE to the lowest compared entry with this formula, charge and spin (kcal per mole): 25.5
Highest occupied orbital energy (alpha / beta) (eV): -23.47 / -23.40
Frontier orbital gap (alpha / beta) (eV): 7.157 / 7.363
Expectation value of S²: 0.756